Record 1
{"formula": "C4H10NO7", "method": "the ωB97M-V functional and the def2-TZVPD basis", "species": ["O", "O", "O", "O", "O", "O", "O", "N", "C", "C", "C", "C", "H", "H", "H", "H", "H", "H", "H", "H", "H", "H"], "coordinates": [[-2.237, -0.172, -2.041], [-0.205, -1.147, -1.319], [1.651, -1.971, 2.899], [-2.000, 1.708, -0.001], [0.255, -0.373, 1.661], [2.928, -0.682, 1.643], [0.763, 1.434, 0.399], [-0.169, 1.046, -1.986], [-1.354, 0.448, 0.036], [0.006, 0.541, 0.854], [2.058, -0.785, 2.547], [-0.936, -0.004, -1.420], [0.953, -2.196, 3.496], [3.179, -1.464, 1.146], [0.510, 1.639, -0.566], [0.539, 0.887, -2.749], [-2.111, -0.777, -2.741], [-0.414, -1.717, -2.160], [1.994, 0.207, 3.144], [-0.737, 1.881, -2.365], [-2.146, -0.249, 0.383], [-2.525, 1.747, -0.860]], "total_energy_ha": -739.568828, "relative_energy_kcal_mol": 39.1, "charge": 1, "fmax_ev_per_a": 4.51, "molar_mass_g_mol": 184.124}

=====

Record 2
{"formula": "C25H64O13V", "method": "the ωB97M-V functional and the def2-TZVPD basis", "species": ["V", "O", "O", "O", "O", "O", "O", "O", "O", "O", "O", "O", "O", "O", "C", "C", "C", "C", "C", "C", "C", "C", "C", "C", "C", "C", "C", "C", "C", "C", "C", "C", "C", "C", "C", "C", "C", "C", "C", "H", "H", "H", "H", "H", "H", "H", "H", "H", "H", "H", "H", "H", "H", "H", "H", "H", "H", "H", "H", "H", "H", "H", "H", "H", "H", "H", "H", "H", "H", "H", "H", "H", "H", "H", "H", "H", "H", "H", "H", "H", "H", "H", "H", "H", "H", "H", "H", "H", "H", "H", "H", "H", "H", "H", "H", "H", "H", "H", "H", "H", "H", "H", "H"], "coordinates": [[-0.844, -0.052, -0.205], [-1.621, 1.654, -1.414], [-3.989, 0.359, 6.526], [0.191, -2.037, 0.852], [0.668, -1.463, -3.512], [-2.847, -1.035, 0.000], [-5.801, 0.260, 0.481], [-1.829, -1.237, -1.791], [-3.829, -2.153, -1.377], [2.053, 2.609, 4.150], [0.616, 0.145, -0.831], [1.584, -2.981, -1.483], [6.026, 1.864, -2.797], [-0.876, 0.649, 1.230], [3.895, -2.476, -1.735], [1.968, 0.394, 4.999], [-5.151, 1.436, -0.059], [1.976, -1.479, -5.391], [-3.112, 0.083, 4.227], [2.845, -3.551, -1.547], [-0.655, -2.070, 3.081], [0.512, -1.535, -4.865], [-4.249, 1.996, 1.021], [1.561, 1.328, 3.868], [-0.474, 2.959, -2.992], [2.115, 0.931, 2.486], [-1.717, -0.562, 6.262], [2.947, -4.512, -2.734], [4.685, 1.579, -2.763], [-2.802, 0.383, 5.710], [-6.241, 2.483, -0.468], [-2.845, -1.468, -1.136], [-0.389, -0.336, -5.343], [4.323, 1.345, -1.294], [-0.282, 3.408, -0.536], [0.082, -2.827, 2.032], [-1.175, 2.979, -1.676], [3.860, 2.664, -3.447], [-0.675, -4.089, 1.618], [-0.292, -0.191, -6.419], [1.978, -1.538, -6.479], [1.532, -2.347, -2.202], [-2.016, 3.673, -1.672], [4.559, 0.651, -3.321], [-0.599, -2.717, 3.956], [3.056, 0.411, 5.053], [-2.164, 0.137, 3.692], [3.718, -1.759, -0.934], [2.646, -2.206, -4.932], [-6.630, 2.845, 0.484], [2.478, -5.486, -2.590], [3.277, 1.069, -1.159], [-0.122, -1.138, 3.267], [-0.878, -4.752, 2.459], [-0.703, -0.421, 5.885], [-4.633, 1.206, -0.989], [-1.691, -1.838, 2.831], [-0.183, -1.454, -3.068], [2.364, -0.480, -5.193], [-3.788, 0.879, 3.916], [-0.580, 3.866, -3.588], [-0.122, -4.682, 0.889], [-2.231, 1.430, -2.121], [2.500, -4.075, -3.627], [-1.944, -1.625, 6.177], [-0.790, 2.111, -3.600], [-3.811, 0.632, 7.429], [-6.369, 0.634, 1.159], [4.105, 2.751, -4.505], [3.818, -1.860, -2.631], [-1.674, -3.904, 1.223], [2.793, 2.494, -3.302], [0.648, 2.842, -0.598], [-1.440, -0.533, -5.133], [0.680, -2.509, 0.174], [-0.805, 3.322, 0.417], [1.374, 0.577, 5.895], [-4.786, 1.926, 1.967], [0.011, 4.453, -0.636], [4.097, 3.612, -2.964], [0.472, 1.357, 3.850], [4.969, 0.588, -0.848], [4.942, -2.770, -1.659], [-7.091, 2.129, -1.052], [3.192, 1.094, 2.441], [-2.321, 1.359, 5.787], [1.538, 1.451, 1.721], [-4.030, 3.037, 0.785], [-3.280, 1.535, 1.212], [-0.112, 0.560, -4.787], [1.861, -0.100, 2.240], [0.599, 2.870, -2.828], [4.449, 2.269, -0.729], [1.796, 3.242, 3.476], [3.967, -4.791, -2.997], [-1.657, -0.424, 7.341], [1.057, -3.133, 2.413], [6.201, 2.762, -2.506], [-3.471, -0.919, 3.991], [0.138, -2.477, -5.265], [-5.807, 3.342, -0.980], [1.653, -0.586, 4.640], [3.044, -4.046, -0.596]], "total_energy_ha": -2912.998096, "fmax_ev_per_a": 5.08, "multiplicity": 2, "molar_mass_g_mol": 623.718}

=====

Record 3
{"formula": "C21H64O11", "method": "the ωB97M-V functional and the def2-TZVPD basis", "species": ["O", "O", "O", "O", "O", "O", "O", "O", "O", "O", "O", "C", "C", "C", "C", "C", "C", "C", "C", "C", "C", "C", "C", "C", "C", "C", "C", "C", "C", "C", "C", "C", "H", "H", "H", "H", "H", "H", "H", "H", "H", "H", "H", "H", "H", "H", "H", "H", "H", "H", "H", "H", "H", "H", "H", "H", "H", "H", "H", "H", "H", "H", "H", "H", "H", "H", "H", "H", "H", "H", "H", "H", "H", "H", "H", "H", "H", "H", "H", "H", "H", "H", "H", "H", "H", "H", "H", "H", "H", "H", "H", "H", "H", "H", "H", "H"], "coordinates": [[11.028, 11.806, 6.397], [11.328, 12.418, 9.073], [12.136, 16.752, 7.025], [17.172, 14.659, 10.338], [14.833, 9.206, 5.304], [10.563, 13.936, 11.045], [13.860, 10.776, 12.181], [10.977, 6.434, 8.036], [6.947, 10.357, 8.076], [13.695, 6.522, 8.818], [17.592, 11.975, 9.815], [8.884, 12.976, 6.557], [13.210, 14.715, 6.350], [10.688, 7.760, 7.608], [8.873, 14.132, 12.686], [16.660, 11.376, 10.653], [16.991, 9.851, 10.621], [15.179, 9.233, 6.667], [11.179, 7.882, 6.168], [7.365, 9.553, 9.152], [14.019, 7.552, 10.868], [12.482, 10.814, 12.393], [15.049, 15.557, 10.709], [8.817, 10.001, 9.335], [12.678, 11.956, 9.258], [14.737, 6.749, 9.790], [12.262, 10.139, 13.760], [9.298, 13.550, 11.376], [13.223, 15.935, 7.310], [15.602, 10.697, 6.988], [10.015, 12.438, 5.638], [16.121, 15.304, 9.683], [16.851, 9.429, 9.626], [12.833, 10.569, 14.583], [13.247, 12.271, 8.384], [13.176, 12.435, 10.101], [17.476, 12.921, 9.931], [14.188, 6.226, 8.049], [12.584, 10.874, 9.346], [13.617, 14.998, 5.379], [17.673, 15.323, 10.817], [14.155, 16.488, 7.195], [14.688, 14.602, 11.091], [9.607, 7.901, 7.618], [12.197, 17.555, 7.548], [16.417, 16.195, 9.129], [9.356, 9.893, 8.395], [16.582, 11.020, 6.634], [13.097, 7.007, 11.071], [16.254, 9.321, 11.224], [10.353, 13.203, 4.939], [15.681, 11.562, 10.213], [16.004, 8.577, 6.945], [15.466, 16.090, 11.564], [14.563, 7.606, 11.811], [12.569, 9.103, 13.619], [15.495, 7.384, 9.333], [18.017, 9.698, 10.957], [15.605, 10.933, 8.052], [11.206, 10.094, 14.028], [8.495, 12.147, 7.149], [6.006, 10.225, 7.939], [9.635, 11.639, 5.001], [13.729, 13.814, 6.674], [10.866, 8.795, 5.661], [9.714, 14.053, 13.375], [9.239, 13.743, 7.245], [15.256, 5.852, 10.127], [8.532, 15.167, 12.706], [11.732, 11.564, 5.791], [11.970, 10.216, 11.638], [9.328, 12.467, 11.491], [16.682, 11.715, 11.688], [9.311, 9.321, 10.029], [11.221, 8.492, 8.214], [14.855, 11.418, 6.657], [14.299, 8.955, 7.248], [8.618, 13.793, 10.559], [15.298, 8.492, 4.861], [13.165, 15.620, 8.352], [12.262, 7.786, 6.091], [13.812, 8.564, 10.522], [10.873, 13.525, 10.235], [7.345, 8.494, 8.894], [6.797, 9.706, 10.070], [8.887, 11.037, 9.667], [14.195, 16.134, 10.356], [10.718, 7.100, 5.564], [11.844, 6.474, 8.447], [8.068, 13.405, 5.977], [8.016, 13.559, 13.039], [14.241, 11.448, 12.750], [15.698, 14.604, 8.963], [12.164, 14.472, 6.164], [11.119, 12.261, 8.149], [12.140, 11.848, 12.371]], "total_energy_ha": -1665.993021, "relative_energy_kcal_mol": 77.7, "fmax_ev_per_a": 2.72, "molar_mass_g_mol": 492.732}